48
Properties=species:S:1:pos:R:3:forces:R:3 method="wB97M-V/def2-TZVPD" spin_multiplicity=1 relative_energy_kj_mol=16.52 orbital_gap_ev=9.877 smiles="CC(C)CN(C)C(=O)CCc1nnc(Cc2cccc(C(F)(F)F)c2)o1" e_tot_ev=-35741.8805 e_homo_ev=-9.1264
C -4.055649 -2.268769 0.604115 0.06 0.29 0.10
C -4.255446 -0.764198 0.448468 -0.12 -0.10 -0.27
C -5.738244 -0.433443 0.293630 0.29 0.04 0.12
C -3.490560 -0.205637 -0.766693 -0.28 0.19 0.49
N -2.059398 -0.415543 -0.728496 -0.04 -0.30 -0.21
C -1.541592 -1.494176 -1.546828 0.30 -0.10 -0.07
C -1.181170 0.381601 -0.086378 -0.30 0.16 0.09
O 0.019317 0.162445 -0.098092 0.29 -0.07 0.14
C -1.745671 1.603959 0.630811 0.34 0.05 0.06
C -0.625442 2.331688 1.378748 0.01 -0.19 -0.05
C 0.473418 2.633169 0.430251 -0.08 0.51 -0.39
N 0.368125 3.157266 -0.747220 -1.23 -0.06 0.89
N 1.605876 3.155587 -1.289620 1.32 -0.17 -0.44
C 2.401266 2.642282 -0.412887 -0.10 0.34 -0.48
C 3.852988 2.379334 -0.555965 -0.07 -0.01 0.17
C 4.214861 0.961093 -0.191393 0.11 -0.14 0.04
C 5.492814 0.676698 0.276428 -0.08 -0.02 -0.02
C 5.857068 -0.615375 0.609711 0.05 -0.02 0.03
C 4.946094 -1.649223 0.486693 -0.16 0.00 -0.05
C 3.671256 -1.368553 0.016166 0.03 -0.05 -0.06
C 2.656349 -2.468927 -0.102333 -0.21 -0.38 0.06
F 3.216876 -3.692606 -0.147129 0.29 -0.03 0.02
F 1.901730 -2.371394 -1.208018 -0.02 0.25 -0.20
F 1.801939 -2.499654 0.936827 -0.02 0.19 0.15
C 3.299913 -0.075211 -0.325382 0.15 -0.13 0.05
O 1.747897 2.311614 0.723773 0.10 -0.02 0.12
H -4.374633 -2.793868 -0.293966 -0.03 -0.11 -0.12
H -4.645156 -2.637935 1.440454 -0.04 -0.08 0.07
H -3.012164 -2.499974 0.800688 0.11 -0.12 -0.01
H -3.884623 -0.280526 1.357409 0.02 0.03 -0.05
H -6.142121 -0.909982 -0.596921 -0.09 -0.06 -0.13
H -6.297705 -0.789434 1.154951 -0.11 -0.03 0.06
H -5.889424 0.640192 0.207163 -0.09 0.13 -0.03
H -3.705677 0.862636 -0.860729 -0.04 -0.06 -0.07
H -3.867105 -0.698131 -1.667103 -0.01 0.08 0.00
H -1.712820 -1.278442 -2.604275 -0.03 -0.03 -0.01
H -2.019304 -2.438418 -1.292157 -0.04 -0.03 -0.01
H -0.471631 -1.573655 -1.372543 -0.09 -0.07 -0.04
H -2.534552 1.326262 1.327597 -0.08 0.03 -0.08
H -2.154814 2.277327 -0.125474 -0.11 -0.03 0.04
H -1.011378 3.256749 1.812287 0.04 -0.07 0.04
H -0.219719 1.702076 2.171513 -0.06 0.07 0.02
H 4.413827 3.071686 0.078616 0.03 -0.02 -0.08
H 4.117452 2.583152 -1.596567 -0.07 0.08 0.09
H 6.210407 1.477578 0.382128 0.07 0.10 0.02
H 6.852776 -0.818824 0.972765 0.10 -0.01 0.03
H 5.219144 -2.659479 0.748996 0.01 -0.07 0.01
H 2.294606 0.106991 -0.674033 -0.12 0.04 -0.03